{"formula": "C51H47Cl3Ge2NPPbSSe", "method": "ωB97M-V with the def2-TZVPD basis set", "total_charge": 1, "spin_multiplicity": 2, "gap_ev": [6.9, 6.1], "e_lumo_ev": [-2.39, -4.22], "s2": 0.76, "symbols": ["Pb", "C", "C", "C", "C", "C", "C", "P", "C", "C", "C", "C", "C", "C", "C", "C", "C", "C", "C", "C", "H", "H", "H", "H", "H", "H", "H", "H", "H", "H", "H", "H", "H", "H", "C", "C", "C", "C", "C", "C", "Se", "C", "C", "C", "H", "H", "H", "H", "H", "H", "H", "H", "H", "H", "H", "Cl", "Ge", "Cl", "Cl", "Ge", "C", "C", "C", "C", "C", "C", "C", "C", "C", "C", "C", "C", "H", "H", "H", "H", "H", "H", "H", "H", "H", "H", "H", "N", "S", "C", "C", "C", "C", "C", "C", "C", "C", "C", "C", "C", "C", "H", "H", "H", "H", "H", "H", "H", "H", "H", "H", "H"], "xyz": [[-0.1487, -0.2890, -0.8376], [1.7971, 6.2148, -3.8140], [2.2831, 4.9401, -4.0699], [1.7606, 3.8541, -3.3880], [0.7361, 4.0323, -2.4573], [0.2478, 5.3118, -2.2081], [0.7833, 6.3982, -2.8868], [0.0966, 2.5157, -1.6730], [-1.0850, 3.0945, -0.4134], [-2.3773, 2.5819, -0.3217], [-3.1895, 2.9304, 0.7503], [-2.7263, 3.8010, 1.7244], [-1.4442, 4.3280, 1.6314], [-0.6220, 3.9619, 0.5802], [-0.9349, 1.7332, -2.9572], [-1.4886, 2.4386, -4.0226], [-2.2612, 1.7593, -4.9524], [-2.4839, 0.3965, -4.8110], [-1.9334, -0.3002, -3.7428], [-1.1396, 0.3530, -2.8067], [2.2080, 7.0661, -4.3409], [3.0716, 4.7950, -4.7968], [2.1395, 2.8559, -3.5785], [-0.5595, 5.4670, -1.5068], [0.4000, 7.3911, -2.6903], [-2.7535, 1.9221, -1.0958], [-4.1926, 2.5279, 0.8156], [-3.3639, 4.0754, 2.5552], [-1.0818, 5.0090, 2.3915], [0.3901, 4.3466, 0.5208], [-1.3122, 3.5022, -4.1263], [-2.6875, 2.2958, -5.7905], [-3.0851, -0.1297, -5.5418], [-2.1242, -1.3648, -3.6491], [-0.3296, 3.9123, 8.0026], [-0.1088, 3.2672, 6.6631], [-0.8234, 2.1352, 6.2875], [-0.6251, 1.5145, 5.0626], [-1.4367, 0.3027, 4.6932], [0.3324, 2.0587, 4.1968], [0.5212, 1.1336, 2.5042], [1.0291, 3.2243, 4.5140], [1.9992, 3.8854, 3.5760], [0.7985, 3.7998, 5.7590], [-1.0473, 3.3473, 8.5945], [-0.7054, 4.9293, 7.8807], [0.6039, 3.9718, 8.5637], [-1.5538, 1.7171, 6.9711], [-2.1862, 0.0984, 5.4561], [-0.8006, -0.5781, 4.5877], [-1.9507, 0.4536, 3.7398], [1.7566, 3.6763, 2.5335], [3.0190, 3.5452, 3.7684], [1.9904, 4.9654, 3.7197], [1.3460, 4.6988, 6.0230], [3.5150, 2.3283, 0.5901], [2.8222, 0.8790, 2.0266], [3.0279, -1.0066, 0.9777], [4.2149, 0.7954, 3.6454], [-2.3302, -1.3064, 0.5485], [-1.7962, -2.3707, 2.1121], [-0.5578, -3.0075, 2.1552], [-0.1874, -3.7695, 3.2530], [-1.0582, -3.8972, 4.3260], [-2.2916, -3.2615, 4.2975], [-2.6572, -2.4981, 3.1986], [-3.1823, -2.4173, -0.8343], [-4.2673, -1.9262, -1.5576], [-4.8238, -2.6754, -2.5837], [-4.2875, -3.9133, -2.9113], [-3.2073, -4.4125, -2.1950], [-2.6613, -3.6660, -1.1626], [-3.4508, -0.3776, 1.0506], [0.1331, -2.8893, 1.3260], [0.7790, -4.2575, 3.2768], [-0.7731, -4.4885, 5.1864], [-2.9675, -3.3565, 5.1380], [-3.6192, -1.9976, 3.1813], [-4.6773, -0.9536, -1.3074], [-5.6760, -2.2955, -3.1330], [-4.7141, -4.4902, -3.7215], [-2.7938, -5.3824, -2.4441], [-1.8393, -4.0636, -0.5776], [0.7959, -2.3417, -1.4265], [1.5870, -2.5723, -2.8054], [1.6026, -4.3517, -3.1070], [2.4650, -4.8630, -4.0669], [2.4532, -6.2247, -4.3194], [1.5870, -7.0567, -3.6218], [0.7265, -6.5305, -2.6704], [0.7269, -5.1665, -2.4139], [3.3372, -2.3347, -2.4598], [3.9661, -1.2423, -3.0355], [5.2927, -0.9844, -2.7183], [5.9656, -1.8137, -1.8343], [5.3209, -2.9037, -1.2613], [3.9995, -3.1712, -1.5736], [1.2270, -2.8370, -0.6489], [3.1454, -4.2100, -4.6003], [3.1229, -6.6365, -5.0624], [1.5836, -8.1198, -3.8227], [0.0513, -7.1787, -2.1276], [0.0566, -4.7318, -1.6865], [3.4225, -0.6038, -3.7216], [5.7947, -0.1351, -3.1617], [7.0010, -1.6122, -1.5936], [5.8505, -3.5460, -0.5704], [3.4980, -4.0289, -1.1392]], "lowdin_spin": [0.285, 0.006, -0.001, 0.008, 0.027, 0.009, 0.001, 0.129, 0.005, 0.005, 0.000, 0.002, 0.000, 0.003, 0.002, 0.005, 0.000, 0.005, 0.009, 0.043, 0.000, 0.000, 0.001, 0.001, 0.000, 0.000, 0.000, 0.000, 0.000, 0.000, 0.000, 0.000, 0.001, 0.000, 0.000, 0.000, 0.000, 0.000, 0.000, 0.003, 0.013, 0.000, 0.000, 0.000, 0.000, 0.000, 0.000, 0.000, 0.000, 0.000, 0.000, 0.000, 0.000, 0.000, 0.000, 0.000, 0.003, 0.022, 0.000, 0.179, 0.027, 0.002, 0.000, 0.002, 0.001, 0.008, 0.048, 0.016, -0.001, 0.016, -0.001, 0.015, 0.022, 0.000, 0.000, 0.000, 0.000, 0.001, 0.000, 0.000, 0.001, 0.000, 0.001, 0.061, 0.005, 0.004, 0.001, 0.000, 0.000, 0.000, 0.001, 0.000, 0.000, 0.000, 0.000, 0.000, 0.000, 0.000, 0.000, 0.000, 0.000, 0.000, 0.000, 0.000, 0.000, 0.000, 0.000, 0.000]}

=====

{"formula": "C51H48IrN5P2S2", "method": "ωB97M-V with the def2-TZVPD basis set", "total_charge": 1, "spin_multiplicity": 2, "gap_ev": [6.9, 6.9], "e_lumo_ev": [-2.35, -2.71], "s2": 0.76, "symbols": ["Ir", "C", "N", "C", "C", "N", "C", "C", "C", "C", "C", "C", "C", "S", "C", "C", "C", "C", "C", "C", "S", "H", "H", "H", "H", "H", "H", "H", "H", "H", "H", "H", "H", "H", "H", "H", "H", "H", "H", "N", "P", "C", "C", "C", "C", "C", "C", "C", "C", "C", "C", "C", "C", "C", "C", "C", "C", "C", "N", "H", "H", "H", "H", "H", "H", "H", "H", "H", "H", "H", "H", "H", "H", "H", "N", "P", "C", "C", "C", "C", "C", "C", "C", "C", "C", "C", "C", "C", "C", "C", "C", "C", "C", "C", "H", "H", "H", "H", "H", "H", "H", "H", "H", "H", "H", "H", "H", "H", "H"], "xyz": [[0.0202, -0.0486, 0.4444], [-0.3433, 2.7121, 1.6253], [-1.2018, 1.4909, 1.7921], [-1.2770, 1.0329, 3.1928], [-0.5275, -0.2441, 3.4546], [-0.6668, -1.2071, 2.3493], [-2.0796, -1.6628, 2.1942], [0.1774, -2.3852, 2.5247], [0.4574, -2.9173, 3.7748], [1.1494, -4.1138, 3.8843], [1.5569, -4.7799, 2.7369], [1.3030, -4.2242, 1.4907], [0.6234, -3.0151, 1.3848], [0.3395, -2.3112, -0.1925], [-2.5496, 1.7622, 1.2929], [-3.3385, 2.7241, 1.9103], [-4.6508, 2.9215, 1.5125], [-5.1849, 2.1157, 0.5138], [-4.3921, 1.1643, -0.1092], [-3.0540, 1.0054, 0.2538], [-2.0582, -0.0799, -0.7008], [-0.7506, 3.5725, 2.1695], [-0.2923, 2.9420, 0.5632], [0.6550, 2.5209, 1.9844], [-2.3189, 0.8700, 3.4396], [-0.9058, 1.8034, 3.8730], [-0.9205, -0.6453, 4.3922], [0.5354, -0.0586, 3.5907], [-2.4345, -2.1088, 3.1287], [-2.1219, -2.4088, 1.4052], [-2.7232, -0.8329, 1.9134], [0.1230, -2.4186, 4.6792], [1.3593, -4.5270, 4.8645], [2.0823, -5.7258, 2.8131], [1.6366, -4.7166, 0.5810], [-2.9226, 3.3282, 2.7118], [-5.2586, 3.6740, 2.0004], [-6.2178, 2.2408, 0.2053], [-4.8001, 0.5342, -0.8956], [3.1711, 0.0159, 0.2264], [2.2622, 0.1514, 1.6358], [3.0175, 1.6256, 2.4264], [2.3316, 2.3129, 3.4298], [2.8782, 3.4432, 4.0223], [4.1349, 3.8850, 3.6366], [4.8455, 3.1802, 2.6709], [4.2886, 2.0624, 2.0647], [3.1201, -1.1192, 2.6449], [3.7828, -2.1880, 2.0481], [4.5350, -3.0647, 2.8256], [4.6083, -2.8979, 4.1999], [3.9060, -1.8631, 4.8081], [3.1677, -0.9797, 4.0367], [2.6740, 0.1022, -1.0457], [3.5346, 0.0302, -2.1410], [3.0074, 0.0871, -3.4103], [1.6335, 0.2114, -3.5711], [0.8531, 0.2929, -2.4483], [1.3612, 0.2514, -1.1956], [4.1509, -0.1863, 0.2989], [1.3615, 1.9626, 3.7679], [2.3227, 3.9781, 4.7832], [4.5644, 4.7694, 4.0915], [5.8408, 3.5020, 2.3851], [4.8676, 1.5426, 1.3120], [3.7123, -2.3498, 0.9778], [5.0678, -3.8801, 2.3476], [5.2071, -3.5743, 4.8000], [3.9446, -1.7344, 5.8844], [2.6510, -0.1582, 4.5230], [4.5978, -0.0797, -1.9743], [3.6605, 0.0320, -4.2740], [1.1792, 0.2405, -4.5520], [-0.2160, 0.4162, -2.5021], [-1.0613, 2.1398, -1.4743], [-1.8587, 2.8174, -2.6807], [-0.8684, 2.9894, -4.2112], [-1.3336, 2.7331, -5.5013], [-0.5049, 2.9560, -6.5995], [0.7829, 3.4389, -6.4160], [1.2527, 3.6997, -5.1318], [0.4324, 3.4723, -4.0354], [-3.4110, 2.0540, -3.2368], [-3.3612, 0.7739, -3.7986], [-4.5271, 0.1379, -4.1963], [-5.7541, 0.7718, -4.0302], [-5.8121, 2.0369, -3.4619], [-4.6437, 2.6778, -3.0626], [-2.2952, 4.5531, -2.3557], [-2.1962, 5.0456, -1.0585], [-2.5010, 6.3781, -0.7896], [-2.9046, 7.2162, -1.8192], [-3.0255, 6.7220, -3.1158], [-2.7157, 5.3969, -3.3869], [-2.3373, 2.3569, -5.6558], [-0.8721, 2.7608, -7.6010], [1.4226, 3.6164, -7.2733], [2.2563, 4.0850, -4.9875], [0.7921, 3.6634, -3.0279], [-2.4052, 0.2759, -3.9171], [-4.4832, -0.8502, -4.6409], [-6.6673, 0.2727, -4.3337], [-6.7682, 2.5276, -3.3283], [-4.6967, 3.6585, -2.6102], [-1.8948, 4.3683, -0.2648], [-2.4160, 6.7614, 0.2209], [-3.1350, 8.2557, -1.6136], [-3.3563, 7.3745, -3.9156], [-2.8120, 5.0149, -4.3987]], "lowdin_spin": [0.001, 0.001, 0.000, 0.000, 0.000, 0.003, 0.007, 0.000, 0.000, 0.000, 0.000, 0.000, 0.000, 0.002, 0.004, 0.000, 0.006, 0.000, 0.004, 0.008, 0.184, 0.000, 0.002, 0.000, 0.000, 0.000, 0.000, 0.000, 0.000, 0.002, 0.003, 0.000, 0.000, 0.000, 0.000, 0.000, 0.000, 0.000, 0.000, 0.000, 0.001, 0.000, 0.000, 0.000, 0.000, 0.000, 0.000, 0.001, 0.000, 0.000, 0.000, 0.000, 0.000, 0.000, 0.000, 0.000, -0.001, -0.002, -0.003, 0.000, 0.000, 0.000, 0.000, 0.000, 0.000, 0.000, 0.000, 0.000, 0.000, 0.000, 0.000, 0.000, 0.000, -0.002, 0.618, 0.105, 0.002, -0.001, 0.000, -0.001, 0.000, 0.004, 0.018, -0.001, 0.001, -0.001, 0.001, 0.002, 0.018, 0.003, 0.000, 0.001, 0.002, 0.003, 0.000, 0.000, 0.000, 0.000, 0.003, 0.000, 0.000, 0.000, 0.000, 0.000, 0.000, 0.000, 0.000, 0.000, 0.000]}

=====

Result set for relative energy (zero: lowest compared OMol25 entry of this formula, charge and spin): 0.00 68.59 kcal/mol, one per record in the order listed.